(1)
Below is C22H26Cl2N5O2Rb as an isolated structure, with properties calculated with wB97M-V/def2-TZVPD.

The energy above the lowest of the compared OMol25 structures with the same formula, charge and spin is 146.2 kJ/mol. The value obtained for the molecular weight is 548.86 g/mol. The electronic energy comes out at -60483.5430 eV. The LUMO energy comes out at 0.06 eV. Its HOMO energy is -6.674 eV.

```
! RIJCOSX wB97M-V def2-TZVPD def2/J DEFGRID3
* xyz 0 1
Rb -0.241 0.444 0.927
C -1.428 2.919 2.955
C -0.382 2.570 3.800
C -0.422 1.367 4.496
C -1.512 0.518 4.351
C -2.559 0.870 3.507
C -2.519 2.069 2.806
H -1.410 3.864 2.426
H 0.456 3.242 3.935
H 0.390 1.102 5.161
H -1.554 -0.410 4.907
H -3.419 0.218 3.412
H -3.329 2.349 2.147
N -2.570 2.222 -4.276
C -1.989 1.201 -3.366
C -1.535 -0.066 -4.090
C -0.696 -0.927 -3.147
N -1.444 -1.156 -1.898
C 0.617 -0.210 -2.820
C 0.530 1.317 -2.864
N 1.466 1.855 -1.865
C -0.866 1.825 -2.527
H -3.259 1.794 -4.887
H -1.849 2.616 -4.873
H -3.233 3.202 -3.362
H -2.792 0.920 -2.685
H -0.931 0.190 -4.967
H -2.412 -0.616 -4.447
H -0.456 -1.869 -3.650
H -0.851 -1.688 -1.262
H -2.264 -1.724 -2.086
H 1.399 -0.547 -3.502
H 0.919 -0.518 -1.817
H 0.788 1.659 -3.878
H 1.603 2.851 -2.001
H 2.374 1.415 -1.974
H -0.893 2.916 -2.622
H -1.053 1.607 -1.482
Cl 2.351 -3.080 -2.010
C 2.686 -3.053 -0.297
C 3.759 -3.819 0.163
C 4.044 -3.884 1.496
Cl 5.393 -4.852 2.036
C 3.251 -3.180 2.430
C 3.462 -3.226 3.826
C 2.638 -2.525 4.657
C 1.607 -1.756 4.090
N 1.382 -1.678 2.803
C 2.172 -2.389 1.955
C 1.842 -2.306 0.535
O 0.858 -1.609 0.126
H 4.362 -4.370 -0.546
H 4.273 -3.824 4.216
H 2.770 -2.550 5.730
H 0.947 -1.181 4.732
O -3.698 3.788 -2.589
C -3.483 3.283 -1.440
N -3.287 2.822 -0.397
*
```


(2)
Below is an isolated molecule of C22H26ClN7O, with properties calculated with wB97M-V/def2-TZVPD.

The value obtained for the molecular weight is 439.95 g/mol. The electronic energy comes out at -48237.9454 eV. The LUMO energy comes out at 0.61 eV. Its HOMO energy is -7.257 eV.

```
! RIJCOSX wB97M-V def2-TZVPD def2/J DEFGRID3
* xyz 0 1
C 0.360 3.974 0.538
H 0.045 3.681 -0.470
H -0.502 3.948 1.203
O 1.279 3.064 1.082
C 2.479 2.860 0.440
C 2.827 3.528 -0.724
C 4.024 3.270 -1.374
C 4.895 2.338 -0.847
C 4.568 1.682 0.324
C 3.365 1.909 0.998
N 3.149 1.221 2.183
C 2.264 1.666 3.231
C 0.911 0.948 3.203
N 1.139 -0.484 3.273
C 1.948 -0.914 2.150
C 3.311 -0.215 2.226
H 3.934 -0.552 1.399
H 3.792 -0.485 3.174
H 2.082 -1.997 2.210
H 1.478 -0.677 1.180
C -0.081 -1.256 3.450
C -1.036 -1.096 2.300
N -0.886 -1.899 1.260
C -1.712 -1.671 0.228
N -2.629 -0.713 0.194
C -2.691 0.041 1.294
N -1.922 -0.113 2.374
N -3.579 1.049 1.303
H -3.713 1.558 2.157
H -4.241 1.123 0.553
N -1.536 -2.520 -0.813
C -2.198 -2.619 -2.026
C -3.230 -1.761 -2.394
C -3.846 -1.925 -3.621
C -3.476 -2.921 -4.519
C -2.443 -3.765 -4.131
C -1.810 -3.625 -2.912
H -1.010 -4.298 -2.640
H -2.128 -4.550 -4.802
C -4.163 -3.072 -5.839
H -5.227 -3.253 -5.694
H -3.738 -3.900 -6.401
H -4.062 -2.159 -6.425
Cl -5.126 -0.837 -4.039
H -3.535 -0.981 -1.718
H -0.802 -3.195 -0.643
H -0.566 -0.912 4.366
H 0.196 -2.308 3.544
H 0.315 1.248 4.067
H 0.368 1.238 2.291
H 2.122 2.742 3.166
H 2.755 1.431 4.184
H 5.270 0.981 0.748
H 5.835 2.129 -1.335
H 4.263 3.800 -2.283
H 2.152 4.252 -1.154
H 0.764 4.993 0.511
*
```


(3)
Below is C22H26ClO4P2Pd as an isolated structure at a distorted geometry, with properties calculated with wB97M-V/def2-TZVPD.

The energy above the lowest of the compared OMol25 structures with the same formula, charge and spin is 0.0 kJ/mol. The value obtained for the molecular weight is 558.27 g/mol. The electronic energy comes out at -65971.1106 eV. The LUMO energy (alpha / beta) comes out at -9.05 / -13.61 eV. Its HOMO energy (alpha / beta) is -16.350 / -17.527 eV.

```
! RIJCOSX wB97M-V def2-TZVPD def2/J DEFGRID3
* xyz 3 5
Pd -0.413 -0.181 1.155
Cl -0.252 -2.531 0.967
C -0.083 1.685 1.409
O 0.102 2.831 1.535
P -0.078 0.074 -1.058
C -1.628 -0.310 -1.927
C 0.400 1.673 -1.753
C 1.176 -1.073 -1.720
C 1.599 1.854 -2.462
C 1.916 3.108 -2.977
C 1.045 4.183 -2.782
C -0.146 4.010 -2.076
C -0.466 2.759 -1.556
H 2.269 1.009 -2.614
H 2.850 3.240 -3.539
H 1.300 5.170 -3.192
H -0.835 4.853 -1.926
H -1.399 2.615 -1.008
C -2.579 -1.144 -1.337
C -3.762 -1.456 -1.996
C -4.004 -0.939 -3.270
C -3.057 -0.106 -3.876
C -1.873 0.212 -3.212
H -2.375 -1.578 -0.352
H -4.497 -2.116 -1.517
H -4.931 -1.189 -3.800
H -3.233 0.303 -4.877
H -1.139 0.861 -3.687
C 0.963 -1.788 -2.910
C 1.955 -2.644 -3.390
C 3.142 -2.816 -2.676
C 3.339 -2.135 -1.476
C 2.361 -1.272 -0.995
H 0.026 -1.668 -3.450
H 1.795 -3.171 -4.336
H 3.922 -3.483 -3.063
H 4.264 -2.270 -0.903
H 2.498 -0.769 -0.034
H -3.148 -4.001 0.932
H -2.486 -4.354 0.877
C -0.553 2.368 4.460
O -1.157 1.352 3.633
P -1.041 -0.420 3.842
O -0.900 -0.348 5.487
C 0.322 -0.215 6.194
O 0.229 -1.492 3.640
C 1.682 -1.527 3.598
H -0.904 3.364 4.147
H 0.546 2.356 4.334
H -0.830 2.293 5.529
H 1.159 0.241 5.659
H 0.024 0.432 7.010
H 0.663 -1.155 6.628
H 2.130 -0.565 3.246
H 2.141 -1.806 4.586
H 1.951 -2.324 2.879
*
```


(4)
Below is an isolated molecule of C22H26FN3O5S2 at a distorted geometry, with properties calculated with wB97M-V/def2-TZVPD.

The energy above the lowest of the compared OMol25 structures with the same formula, charge and spin is 111.9 kJ/mol. The value obtained for the molecular weight is 495.60 g/mol. The electronic energy comes out at -62331.4283 eV. The LUMO energy comes out at -0.09 eV. Its HOMO energy is -9.219 eV.

```
! RIJCOSX wB97M-V def2-TZVPD def2/J DEFGRID3
* xyz 0 1
O 4.115 -1.724 -0.843
C 3.780 -2.131 0.252
N 3.530 -1.292 1.291
C 2.928 -1.688 2.547
H 2.453 -2.664 2.423
H 3.696 -1.760 3.328
C 1.856 -0.660 2.949
N 1.185 -0.138 1.776
S 0.228 -1.281 0.989
O -0.369 -2.092 2.006
O 0.915 -1.941 -0.084
C -1.005 -0.184 0.288
C -1.819 0.521 1.154
C -2.764 1.390 0.631
C -2.866 1.529 -0.741
C -2.057 0.817 -1.607
C -1.112 -0.053 -1.085
H -0.461 -0.637 -1.717
H -2.184 0.949 -2.669
S -4.074 2.659 -1.446
O -4.822 1.966 -2.451
O -4.792 3.272 -0.363
N -3.030 3.710 -2.222
C -2.382 4.654 -1.335
C -3.265 5.863 -1.023
C -3.730 6.515 -2.323
C -4.449 5.480 -3.186
C -3.520 4.298 -3.454
H -4.042 3.505 -3.990
H -2.650 4.617 -4.037
H -5.332 5.113 -2.659
H -4.766 5.920 -4.132
H -4.397 7.350 -2.103
H -2.867 6.906 -2.868
H -4.130 5.519 -0.456
H -2.705 6.574 -0.414
H -2.129 4.113 -0.421
H -1.453 4.976 -1.820
H -3.430 1.960 1.261
H -1.706 0.373 2.216
C 2.064 0.604 0.888
H 1.978 1.672 1.113
C 3.520 0.130 1.037
H 4.076 0.307 0.115
H 4.015 0.641 1.867
H 1.718 0.426 -0.131
H 2.286 0.183 3.494
H 1.097 -1.138 3.568
C 3.694 -3.594 0.548
C 2.858 -4.397 -0.219
C 2.811 -5.763 -0.009
C 3.617 -6.351 0.953
C 4.471 -5.572 1.715
C 4.495 -4.207 1.503
F 5.331 -3.453 2.256
H 5.114 -6.005 2.464
H 3.586 -7.418 1.111
H 2.148 -6.374 -0.602
H 2.235 -3.920 -0.958
*
```


(5)
Below is C22H26GeKN5Se2Te2 as an isolated structure, with properties calculated with wB97M-V/def2-TZVPD.

The value obtained for the molecular weight is 885.31 g/mol. The electronic energy comes out at -248809.5109 eV. The LUMO energy (alpha / beta) comes out at 1.68 / 1.08 eV. Its HOMO energy (alpha / beta) is -3.584 / -3.618 eV.

```
! RIJCOSX wB97M-V def2-TZVPD def2/J DEFGRID3
* xyz -1 2
K 1.346 1.173 0.732
Se 3.625 1.059 2.844
Te 1.929 1.409 4.630
Te -0.104 -0.077 3.627
Se -1.998 0.737 4.871
C 0.099 6.149 2.242
N 0.107 5.963 0.801
C 1.020 6.882 0.127
C 0.144 4.620 0.385
N 0.329 3.602 1.115
N -0.142 4.524 -0.988
C -0.186 3.366 -1.780
N -0.776 3.650 -3.013
N 0.214 2.234 -1.378
H -0.103 7.197 2.459
H 1.056 5.881 2.710
H -0.688 5.547 2.695
H 0.704 7.907 0.316
H 1.015 6.719 -0.947
H 2.052 6.766 0.481
H 0.595 3.858 2.063
H -0.717 5.280 -1.318
H -0.561 4.556 -3.400
H -0.660 2.909 -3.686
H 0.112 1.517 -2.094
C -4.573 -3.388 -0.274
C -4.159 -2.599 0.794
C -2.870 -2.078 0.818
C -1.943 -2.336 -0.201
C -2.386 -3.133 -1.263
C -3.680 -3.649 -1.305
Ge -0.104 -1.543 -0.053
C 0.727 -2.892 1.183
C 1.996 -2.627 1.718
C 2.580 -3.447 2.679
C 1.898 -4.565 3.141
C 0.634 -4.847 2.636
C 0.061 -4.020 1.674
C 0.664 -2.116 -1.831
C 1.704 -3.041 -1.985
C 2.259 -3.318 -3.232
C 1.786 -2.682 -4.372
C 0.753 -1.758 -4.251
C 0.215 -1.479 -2.999
H -5.576 -3.798 -0.299
H -4.841 -2.384 1.609
H -2.587 -1.453 1.662
H -1.704 -3.376 -2.071
H -3.984 -4.269 -2.141
H 2.543 -1.739 1.414
H 3.553 -3.192 3.083
H 2.341 -5.203 3.898
H 0.088 -5.712 2.997
H -0.930 -4.258 1.302
H 2.083 -3.561 -1.111
H 3.061 -4.043 -3.311
H 2.213 -2.905 -5.343
H 0.364 -1.260 -5.132
H -0.599 -0.758 -2.930
*
```


(6)
Below is a 2-piece molecular cluster, C22H26N2O4 overall at a distorted geometry, with properties calculated with wB97M-V/def2-TZVPD.

The energy above the lowest of the compared OMol25 structures with the same formula, charge and spin is 490.3 kJ/mol. The value obtained for the molecular weight is 382.46 g/mol. The electronic energy comes out at -34403.6876 eV. The LUMO energy comes out at -1.68 eV. Its HOMO energy is -7.910 eV.

```
! RIJCOSX wB97M-V def2-TZVPD def2/J DEFGRID3
* xyz 0 1
O 3.730 2.073 1.008
C 4.063 0.898 1.261
O 4.397 0.264 2.284
C 3.970 -0.053 0.024
C 4.967 -1.231 0.032
C 4.133 -2.416 0.380
C 2.783 -2.026 0.458
C 1.795 -2.935 0.824
C 2.151 -4.276 1.000
C 3.495 -4.673 0.901
C 4.499 -3.738 0.621
N 2.668 -0.661 0.213
C 1.553 0.092 0.238
C 0.235 -0.387 0.222
C -0.775 0.212 0.959
C -2.018 -0.446 1.286
C -2.767 -0.077 2.440
C -3.915 -0.773 2.802
C -4.359 -1.855 2.024
C -3.646 -2.225 0.876
C -2.494 -1.531 0.507
H 4.007 0.537 -0.895
H 5.406 -1.320 -0.972
H 5.784 -1.065 0.743
H 0.777 -2.595 0.972
H 1.380 -5.016 1.220
H 3.759 -5.721 1.054
H 5.556 -4.017 0.578
H 1.743 1.169 0.252
H 0.021 -1.275 -0.381
H -0.503 1.095 1.550
H -2.395 0.749 3.052
H -4.465 -0.482 3.700
H -5.260 -2.400 2.313
H -3.987 -3.066 0.271
H -1.942 -1.831 -0.384
O -0.015 4.362 -2.019
C -0.012 3.732 -0.737
C -1.430 3.251 -0.525
N -1.809 2.497 -1.683
C -3.209 2.162 -1.766
C -3.480 1.605 -3.145
O -3.018 2.597 -4.058
H 0.827 4.823 -2.148
H 0.673 2.873 -0.735
H 0.248 4.462 0.039
H -1.511 2.593 0.347
H -2.084 4.132 -0.372
H -1.489 2.955 -2.539
H -3.431 1.423 -0.983
H -3.850 3.054 -1.614
H -2.909 0.679 -3.280
H -4.557 1.450 -3.266
H -3.291 2.352 -4.953
*
```


(7)
Below is an isolated molecule of C22H26N2O4S, with properties calculated with wB97M-V/def2-TZVPD.

The energy above the lowest of the compared OMol25 structures with the same formula, charge and spin is 265.6 kJ/mol. The value obtained for the molecular weight is 414.53 g/mol. The electronic energy comes out at -45240.6906 eV. The LUMO energy comes out at -0.23 eV. Its HOMO energy is -7.989 eV.

```
! RIJCOSX wB97M-V def2-TZVPD def2/J DEFGRID3
* xyz 0 1
C 3.072 -1.836 4.324
H 2.479 -1.627 5.210
H 3.021 -0.978 3.658
H 4.109 -1.975 4.620
C 2.558 -3.102 3.643
N 1.120 -3.064 3.455
C 0.631 -2.010 2.601
H 0.712 -1.063 3.147
C 1.333 -1.850 1.230
N 0.517 -1.107 0.310
C -0.213 -1.695 -0.665
O -0.256 -2.886 -0.885
C -0.938 -0.580 -1.415
O -1.694 -0.741 -2.347
C -0.557 0.654 -0.745
C -1.001 1.911 -0.984
C -1.822 2.297 -2.133
C -2.910 3.147 -1.955
C -3.692 3.542 -3.024
C -3.379 3.106 -4.309
C -2.270 2.273 -4.493
C -1.507 1.868 -3.425
H -0.652 1.232 -3.581
H -2.036 1.951 -5.496
O -4.064 3.435 -5.429
C -5.210 4.246 -5.314
H -5.598 4.352 -6.326
H -4.963 5.236 -4.917
H -5.971 3.778 -4.682
H -4.541 4.181 -2.843
H -3.184 3.475 -0.960
O -0.669 2.882 -0.101
H -1.022 3.732 -0.398
C 0.369 0.331 0.402
C 1.687 1.030 0.284
C 2.420 1.616 1.269
C 3.643 2.148 0.803
C 3.820 1.952 -0.527
S 2.498 1.118 -1.244
H 4.648 2.246 -1.141
H 4.355 2.650 1.434
H 2.096 1.674 2.293
H -0.078 0.608 1.369
H 2.293 -1.339 1.346
H 1.499 -2.828 0.776
H -0.429 -2.200 2.416
C 0.489 -4.358 3.286
C 0.750 -5.110 1.976
H 1.818 -5.218 1.799
H 0.296 -4.602 1.128
H 0.314 -6.104 2.042
H -0.589 -4.206 3.398
H 0.821 -4.979 4.124
H 3.110 -3.257 2.703
H 2.769 -3.955 4.294
*
```


(8)
Below is an isolated molecule of C22H26N2O5S at a distorted geometry, with properties calculated with wB97M-V/def2-TZVPD.

The energy above the lowest of the compared OMol25 structures with the same formula, charge and spin is 49.1 kJ/mol. The value obtained for the molecular weight is 430.53 g/mol. The electronic energy comes out at -47290.0709 eV. The LUMO energy comes out at 0.17 eV. Its HOMO energy is -8.938 eV.

```
! RIJCOSX wB97M-V def2-TZVPD def2/J DEFGRID3
* xyz 0 1
C -5.716 -1.033 1.990
C -5.392 -1.941 0.808
C -4.028 -2.621 0.921
C -2.865 -1.626 0.952
N -2.938 -0.733 -0.188
C -2.790 0.652 -0.006
C -1.901 1.187 0.924
C -1.770 2.558 1.050
C -2.507 3.409 0.244
C -3.384 2.879 -0.689
C -3.533 1.510 -0.812
H -4.205 1.087 -1.540
H -3.963 3.538 -1.319
H -2.398 4.478 0.343
H -1.081 2.962 1.779
H -1.305 0.531 1.542
S -2.266 -1.304 -1.616
O -2.786 -0.533 -2.703
O -2.416 -2.726 -1.643
C -0.544 -0.881 -1.372
C 0.322 -1.805 -0.822
C 1.620 -1.443 -0.487
C 2.005 -0.131 -0.711
C 1.125 0.796 -1.276
C -0.158 0.430 -1.611
H -0.856 1.118 -2.058
C 1.794 2.129 -1.418
H 1.842 2.431 -2.464
H 1.248 2.900 -0.873
C 3.194 1.888 -0.829
N 3.238 0.478 -0.447
C 4.328 -0.141 0.063
O 4.326 -1.327 0.365
C 5.556 0.732 0.246
H 5.905 1.070 -0.734
H 5.275 1.618 0.820
C 6.690 0.003 0.978
H 6.281 -0.561 1.819
C 7.456 -0.951 0.059
O 8.570 -0.717 -0.320
O 6.806 -2.053 -0.291
H 5.875 -2.044 0.039
H 7.404 0.736 1.353
H 3.366 2.515 0.051
H 3.979 2.100 -1.559
H 2.305 -2.159 -0.065
H -0.024 -2.816 -0.676
H -1.915 -2.174 0.948
H -2.917 -1.027 1.863
H -3.889 -3.280 0.065
H -3.985 -3.221 1.833
H -5.417 -1.359 -0.114
H -6.155 -2.718 0.735
H -5.607 -1.572 2.929
H -6.741 -0.676 1.918
H -5.061 -0.165 2.007
*
```